Computed, not measured: a single C3H8N2O molecule, with wB97M-V/def2-TZVPD.

Output
largest force on an atom = 0.0109 Eh/bohr
HOMO-LUMO gap = 9.940 eV
structure (SMILES) = CNC(=O)CN
E_HOMO = -0.3342 hartree

Last column: Mulliken charge in e.
Cartesian coordinates (Å):
C  -1.086  1.513  1.434  -0.864
N  -0.858  0.252  0.752  -0.220
C  0.348  0.022  0.148  0.604
O  1.340  0.671  0.390  -0.615
C  0.326  -1.136  -0.849  -0.510
N  1.631  -1.342  -1.408  -0.528
H  -0.225  2.166  1.315  0.321
H  -1.957  2.041  1.047  0.311
H  -1.231  1.340  2.498  0.256
H  -1.663  -0.179  0.327  0.269
H  -0.452  -0.870  -1.577  0.275
H  0.024  -2.033  -0.301  0.281
H  2.169  -0.494  -1.565  0.214
H  1.634  -1.953  -2.211  0.205

Computed, not measured: a single C3H8N2O2 molecule, with wB97M-V/def2-TZVPD.

Output
largest force on an atom = 0.0166 Eh/bohr
HOMO-LUMO gap = 10.538 eV
structure (SMILES) = N[C@@]1(O)NCCO1
E_HOMO = -0.3553 hartree

Last column: Mulliken charge in e.
Cartesian coordinates (Å):
N  -0.216  2.060  -0.009  -0.581
C  -0.180  0.719  -0.454  0.617
O  -0.439  0.684  -1.812  -0.578
N  1.051  0.107  -0.047  -0.338
C  0.777  -1.288  0.249  -0.570
C  -0.666  -1.279  0.757  -0.289
O  -1.269  -0.228  0.026  -0.538
H  -0.935  2.617  -0.445  0.228
H  -0.181  2.179  0.994  0.228
H  -1.057  -0.060  -1.795  0.385
H  1.462  0.606  0.729  0.295
H  1.494  -1.675  0.974  0.364
H  0.861  -1.876  -0.672  0.232
H  -0.720  -1.043  1.827  0.242
H  -1.168  -2.245  0.596  0.304

Computed, not measured: a single C3H8N2O2 molecule, with wB97M-V/def2-TZVPD.

Output
largest force on an atom = 0.0436 Eh/bohr
HOMO-LUMO gap = 10.144 eV
structure (SMILES) = NC(=O)NCCO
E_HOMO = -0.3445 hartree

Last column: Mulliken charge in e.
Cartesian coordinates (Å):
N  -0.226  0.006  2.093  -0.308
C  -0.899  0.770  1.150  0.498
O  -1.418  1.838  1.377  -0.628
N  -1.210  0.070  -0.019  -0.254
C  -0.358  -0.787  -0.837  -0.798
C  0.858  0.009  -1.361  -0.300
O  1.832  -0.104  -0.340  -0.502
H  0.125  -0.900  1.867  0.183
H  -0.256  0.290  3.052  0.216
H  -1.773  0.672  -0.590  0.224
H  -1.007  -1.219  -1.607  0.409
H  0.046  -1.727  -0.443  0.311
H  1.199  -0.512  -2.269  0.330
H  0.578  1.031  -1.604  0.324
H  2.509  0.564  -0.469  0.295

Computed, not measured: a single C3H8N2O2 molecule, with wB97M-V/def2-TZVPD.

Output
largest force on an atom = 0.1019 Eh/bohr
HOMO-LUMO gap = 10.025 eV
structure (SMILES) = CNC(=O)NOC
E_HOMO = -0.3458 hartree

Last column: Mulliken charge in e.
Cartesian coordinates (Å):
C  2.026  -0.744  -0.258  -0.721
N  1.582  0.561  0.193  -0.229
C  0.429  0.932  -0.380  0.440
O  -0.048  2.004  -0.519  -0.554
N  -0.287  -0.329  -0.544  -0.250
O  -1.666  -0.365  -0.776  -0.287
C  -2.392  0.100  0.289  -0.580
H  1.438  -1.511  0.308  0.163
H  3.149  -0.734  -0.159  0.303
H  1.655  -0.955  -1.231  0.357
H  2.358  1.295  0.743  0.340
H  -0.277  -0.903  0.479  0.302
H  -2.281  -0.352  1.391  0.263
H  -3.456  -0.256  -0.056  0.228
H  -2.231  1.257  0.521  0.224

Computed, not measured: 2 unconnected molecules or ions with the total composition C3H8N2O2, with wB97M-V/def2-TZVPD.

Output
largest force on an atom = 0.0241 Eh/bohr
HOMO-LUMO gap = 10.137 eV
structure (SMILES) = CC(C)=O.NN=O
E_HOMO = -0.3491 hartree

Last column: Mulliken charge in e.
Cartesian coordinates (Å):
C  0.012  1.049  -1.131  -1.138
C  -0.214  -0.419  -0.855  0.837
C  0.994  -1.298  -1.082  -1.153
O  -1.323  -0.877  -0.672  -0.558
H  -0.745  1.634  -0.600  0.365
H  1.018  1.358  -0.851  0.304
H  -0.123  1.212  -2.195  0.389
H  1.847  -0.942  -0.498  0.311
H  1.276  -1.242  -2.138  0.319
H  0.767  -2.332  -0.832  0.330
N  -0.235  0.213  2.127  -0.298
N  -1.269  1.025  1.832  0.262
O  -2.354  0.697  2.255  -0.456
H  0.712  0.545  1.955  0.263
H  -0.362  -0.622  2.684  0.223

Computed, not measured: a molecular structure, C3H8N2O2, with wB97M-V/def2-TZVPD.

Output
largest force on an atom = 0.0361 Eh/bohr
HOMO-LUMO gap = 8.714 eV
E_HOMO = -0.2961 hartree

Last column: Mulliken charge in e.
Cartesian coordinates (Å):
C  0.260  0.530  -0.938  -0.456
N  1.216  0.958  0.508  0.106
C  0.684  -0.329  0.101  0.348
N  0.666  1.691  1.585  -0.657
C  0.569  -1.467  0.760  -0.714
O  -1.787  -0.142  -2.032  -0.506
O  -2.385  -1.084  -1.122  -0.366
H  -2.525  -1.844  -1.703  0.306
H  2.223  1.075  0.453  0.293
H  0.242  1.051  2.251  0.277
H  -0.062  2.300  1.225  0.279
H  0.918  0.667  -1.791  0.203
H  -1.047  0.477  -1.365  0.377
H  0.991  -1.588  1.747  0.265
H  0.037  -2.295  0.320  0.245

Computed, not measured: 3 unconnected molecules or ions with the total composition C3H8N2O2, with wB97M-V/def2-TZVPD.

Output
largest force on an atom = 0.0366 Eh/bohr
HOMO-LUMO gap = 9.395 eV
structure (SMILES) = c1c[nH]cn1.O.O
E_HOMO = -0.3261 hartree

Last column: Mulliken charge in e.
Cartesian coordinates (Å):
C  -2.466  -0.395  -2.558  -0.292
C  -3.197  0.486  -1.790  -0.250
N  -3.273  -0.126  -0.561  -0.108
C  -2.836  -1.420  -0.707  -0.183
N  -2.364  -1.614  -1.920  -0.452
H  -1.669  -0.103  -3.229  0.293
H  -3.655  1.430  -1.926  0.419
H  -3.916  0.099  0.179  0.262
H  -3.373  -2.169  -0.138  0.311
O  6.316  1.378  2.356  -0.641
H  5.908  0.986  1.571  0.315
H  5.664  1.053  2.998  0.327
O  3.003  0.323  2.230  -0.649
H  2.652  0.678  1.409  0.323
H  3.207  -0.606  2.085  0.326

Computed, not measured: 2 unconnected molecules or ions with the total composition C3H8N2O2, with wB97M-V/def2-TZVPD.

Output
largest force on an atom = 0.0909 Eh/bohr
HOMO-LUMO gap = 10.413 eV
structure (SMILES) = CN(C)N.O=C=O
E_HOMO = -0.3548 hartree

Last column: Mulliken charge in e.
Cartesian coordinates (Å):
C  0.744  1.164  0.421  -0.747
N  0.089  -0.106  0.072  0.258
C  0.590  -0.590  -1.264  -0.864
N  0.052  -1.144  1.034  -0.711
H  1.220  0.998  1.448  0.266
H  1.638  1.271  -0.285  0.270
H  -0.026  1.892  0.483  0.269
H  1.045  -1.501  -1.039  0.327
H  -0.274  -0.730  -1.871  0.277
H  1.224  0.146  -1.677  0.329
H  -0.579  -0.830  1.718  0.248
H  0.972  -1.300  1.551  0.248
O  -2.632  -0.473  0.618  -0.505
C  -2.022  0.241  -0.153  0.738
O  -2.042  0.963  -1.056  -0.405

Computed, not measured: 3 unconnected molecules or ions with the total composition C3H8N2O2, with wB97M-V/def2-TZVPD.

Output
largest force on an atom = 0.0408 Eh/bohr
HOMO-LUMO gap = 9.642 eV
structure (SMILES) = c1c[nH]cn1.O.O
E_HOMO = -0.3228 hartree

Last column: Mulliken charge in e.
Cartesian coordinates (Å):
C  -0.308  -0.479  -1.212  -0.273
C  0.954  -0.043  -1.454  -0.318
N  1.784  -1.045  -1.040  -0.190
C  0.982  -1.921  -0.316  -0.126
N  -0.303  -1.581  -0.395  -0.530
H  -1.185  -0.202  -1.786  0.367
H  1.254  0.869  -1.937  0.412
H  2.686  -0.799  -0.655  0.294
H  1.507  -2.570  0.365  0.355
O  -1.814  0.230  2.195  -0.683
H  -1.380  0.067  1.338  0.369
H  -2.583  -0.349  2.148  0.315
O  -0.332  2.361  0.640  -0.602
H  -1.000  2.155  1.311  0.313
H  -0.264  3.309  0.796  0.297

Computed, not measured: 2 unconnected molecules or ions with the total composition C3H8N2O2, with wB97M-V/def2-TZVPD.

Output
largest force on an atom = 0.0671 Eh/bohr
HOMO-LUMO gap = 9.469 eV
structure (SMILES) = [H]/N=N/[H].CC(=O)CO
E_HOMO = -0.3417 hartree

Last column: Mulliken charge in e.
Cartesian coordinates (Å):
H  0.456  -1.062  1.119  0.338
N  -0.313  -0.650  1.841  -0.150
N  -1.209  -1.457  2.056  -0.368
H  -1.999  -0.997  2.549  0.247
C  -0.473  1.650  -0.248  -1.313
C  -0.253  0.197  -0.552  0.848
O  -1.116  -0.551  -0.957  -0.547
C  1.272  -0.207  -0.901  -0.720
O  1.315  -1.558  -1.218  -0.507
H  -0.098  1.847  0.755  0.357
H  0.073  2.290  -0.938  0.350
H  -1.535  1.883  -0.240  0.348
H  1.940  0.018  -0.066  0.380
H  1.539  0.418  -1.767  0.365
H  0.400  -1.820  -1.432  0.373

Computed, not measured: a single C3H8N2O2 molecule, with wB97M-V/def2-TZVPD.

Output
largest force on an atom = 0.0467 Eh/bohr
HOMO-LUMO gap = 10.355 eV
structure (SMILES) = NC(=O)[C@H](N)CO
E_HOMO = -0.3564 hartree

Last column: Mulliken charge in e.
Cartesian coordinates (Å):
N  1.061  1.751  -1.060  -0.401
C  0.036  1.303  -0.221  0.337
O  -0.713  2.120  0.246  -0.520
C  0.168  -0.100  0.359  0.204
N  0.977  -1.072  -0.369  -0.545
C  -1.270  -0.605  0.607  -0.505
O  -1.269  -1.917  1.130  -0.542
H  1.280  1.229  -1.873  0.175
H  1.471  2.645  -0.917  0.204
H  0.619  -0.016  1.356  0.185
H  1.279  -0.717  -1.262  0.186
H  0.415  -1.917  -0.456  0.274
H  -1.804  0.080  1.265  0.291
H  -1.798  -0.596  -0.349  0.316
H  -0.452  -2.187  1.546  0.341

Computed, not measured: 3 unconnected molecules or ions with the total composition C3H8N2O2, with wB97M-V/def2-TZVPD.

Output
largest force on an atom = 0.0228 Eh/bohr
<S²> = 0.763
net charge = +1
spin multiplicity = 2
HOMO-LUMO gap (alpha / beta) = 10.954 / 7.385 eV
E_HOMO (alpha / beta) = -0.5584 / -0.5680 hartree

Last column: Mulliken charge in e.
Cartesian coordinates (Å):
C  -1.058  0.992  -0.768  0.041
C  0.290  1.247  -0.304  -0.042
N  1.099  0.298  -0.720  -0.398
C  0.337  -0.531  -1.427  -0.250
N  -0.986  -0.158  -1.436  0.051
H  -1.983  1.497  -0.514  0.417
H  0.561  2.056  0.361  0.381
H  0.649  -1.424  -1.939  0.443
H  -1.753  -0.563  -1.959  0.255
H  -0.156  -2.497  1.065  0.345
H  1.012  -1.548  0.688  0.335
O  0.600  -2.016  1.420  -0.697
H  -0.752  0.778  2.877  0.329
H  0.017  -0.201  1.970  0.380
O  -0.096  0.740  2.171  -0.590

We obtain energy relative to the best compared isomer or geometry (same formula, charge and spin) values of 67.2, 122.9, 81.9, 511.9, 332.2, 885.8, 213.5, 257.1, 155.8, 353.8, 150.1, 74.1 kJ/mol for the records listed above, in that order.
We obtain total energy values of -303.866539, -379.094186, -379.109804, -378.946035, -379.014489, -378.803625, -379.059706, -379.043090, -379.081651, -379.006243, -379.083822, -378.786479 hartree for the records listed above, in that order.